Model P:
This record from OMol25 describes one molecule with the formula C4H4S. The level of theory is the ωB97M-V functional and the def2-TZVPD basis.

Results
Molar mass   84.1 u
LUMO   -0.32 eV
SMILES   S=CC1C=C1
HOMO   -0.3130 hartree

Cartesian coordinates (Å):
S  2.1437  1.3844  -1.9252
C  1.2141  0.2342  -1.2252
C  0.3360  0.5924  -0.1534
C  -0.2507  -0.3077  1.0005
C  -0.9136  -0.2006  -0.1005
H  1.3123  -0.7525  -1.6255
H  0.3419  1.8287  0.0869
H  0.1437  -0.8781  1.9042
H  -1.4901  -0.5527  -0.8534



Model Q:
This record from OMol25 describes C4H4S as an isolated structure. The level of theory is the ωB97M-V functional and the def2-TZVPD basis.

Results
Molar mass   84.1 u
LUMO   -0.91 eV
HOMO   -0.3044 hartree

Cartesian coordinates (Å):
C  0.0188  -0.7782  -0.9057
C  1.3180  0.1655  0.8299
C  -0.2656  -1.7853  -1.5679
C  0.3300  0.8986  1.2712
S  -1.3967  0.1884  -0.9981
H  -0.0636  -2.4660  -2.3585
H  0.8515  1.8976  1.4641
H  -0.4199  0.7560  2.0318
H  -0.3725  1.1234  0.2333



Model R:
This record from OMol25 describes a 2-piece molecular cluster, C4H4S overall. The level of theory is the ωB97M-V functional and the def2-TZVPD basis.

Results
Molar mass   84.1 u
LUMO   0.70 eV
SMILES   C#CS.C#C
HOMO   -0.3415 hartree

Cartesian coordinates (Å):
C  1.3159  1.0389  1.4547
C  1.6232  -0.0584  1.0754
S  2.1726  -1.5284  0.4366
H  0.9896  1.9701  1.8130
H  1.5251  -2.2843  1.3327
C  -1.8521  -0.0672  -1.5596
C  -0.9781  0.5083  -0.9837
H  -2.6123  -0.5925  -2.0584
H  -0.2248  1.0224  -0.4687



Tell me which of them is the least stable. Sure, it is model Q.



Model P:
This record from OMol25 describes one molecule with the formula C4H4N2. The level of theory is the ωB97M-V functional and the def2-TZVPD basis.

Results
Molar mass   80.1 u
LUMO (spin up / spin down)   -1.48 / -0.38 eV
HOMO (spin up / spin down)   -0.2817 / -0.3312 hartree

Cartesian coordinates (Å):
N  0.6418  0.2862  -1.3281
C  0.4779  -0.3942  0.5694
C  -0.2896  0.6824  0.1219
C  -1.2562  1.2313  0.6930
C  0.0095  -1.7292  0.6905
N  -0.3249  -2.8258  0.8548
H  -0.0346  0.4500  -2.0796
H  1.5613  0.6542  -1.5738
H  1.3417  -0.1085  1.1700
H  -2.1112  1.8143  0.9317



Model Q:
This record from OMol25 describes C4H4N2 as an isolated structure. The level of theory is the ωB97M-V functional and the def2-TZVPD basis.

Results
Molar mass   80.1 u
LUMO (spin up / spin down)   -0.99 / -0.21 eV
HOMO (spin up / spin down)   -0.3270 / -0.3273 hartree

Cartesian coordinates (Å):
C  0.6731  0.9483  0.6399
C  1.9497  0.7671  0.1487
C  1.1750  -0.8737  -0.4914
C  -1.3372  -0.4023  -0.1456
N  2.3951  -0.3563  -0.4652
N  0.0921  -0.2025  0.1456
H  -0.0079  1.7034  0.8479
H  -1.4461  -1.4659  -0.1219
H  -1.8685  0.1271  0.5825
H  -1.6253  -0.2452  -1.1406



Model R:
This record from OMol25 describes one molecule with the formula C4H4N2. The level of theory is the ωB97M-V functional and the def2-TZVPD basis.

Results
Molar mass   80.1 u
LUMO   0.68 eV
SMILES   C#C[C@H](N)C#N
HOMO   -0.3807 hartree

Cartesian coordinates (Å):
C  2.1131  -0.2380  0.1102
C  0.9682  0.0533  0.3340
C  -0.4998  0.1659  0.4021
N  -1.1270  -0.9149  -0.3607
C  -0.9319  1.4981  -0.0799
N  -1.2302  2.5589  -0.4290
H  3.1067  -0.5441  -0.1205
H  -0.8522  0.0878  1.4383
H  -0.7769  -0.8770  -1.3159
H  -0.7700  -1.7900  0.0214



Tell me which of them is the least stable. Sure, it is model P.



Model P:
This record from OMol25 describes one molecule with the formula C4H4N2. The level of theory is the ωB97M-V functional and the def2-TZVPD basis.

Results
Molar mass   80.1 u
LUMO   0.75 eV
HOMO   -0.2887 hartree

Cartesian coordinates (Å):
C  -0.5676  -0.4453  0.9325
C  -1.2991  0.7584  0.4620
N  -0.8467  1.2349  -0.6616
N  -0.2369  1.3741  -1.6230
C  1.5433  -0.7334  -0.5232
C  0.6221  -0.6181  0.4139
H  -1.0387  -1.0889  1.6725
H  -2.0068  1.2825  1.0829
H  2.5004  -0.2076  -0.5632
H  1.3300  -1.5566  -1.1928



Model Q:
This record from OMol25 describes one molecule with the formula C4H4N2. The level of theory is the ωB97M-V functional and the def2-TZVPD basis.

Results
Molar mass   80.1 u
LUMO   0.04 eV
SMILES   c1cncnc1
HOMO   -0.3707 hartree

Cartesian coordinates (Å):
C  0.4803  0.0184  1.0760
C  -0.6497  -0.7616  0.6868
N  -1.1898  -0.7890  -0.5015
C  -0.6382  -0.0017  -1.4960
N  0.3788  0.8073  -1.4605
C  1.0462  0.8064  0.1116
H  0.7957  -0.0886  2.1339
H  -1.1143  -1.3977  1.4438
H  -1.0373  0.0313  -2.5317
H  1.9283  1.3751  0.5376



Tell me which of them is the least stable. Sure, it is model P.



Model P:
This record from OMol25 describes a 2-piece molecular cluster, C4H4N2 overall. The level of theory is the ωB97M-V functional and the def2-TZVPD basis.

Results
Molar mass   80.1 u
LUMO   0.17 eV
SMILES   C=C=C=N.C#N
HOMO   -0.2962 hartree

Cartesian coordinates (Å):
C  0.3739  1.8525  -0.0623
C  0.4171  0.6931  0.5617
C  0.3939  -0.3538  1.3017
N  0.8288  -1.2670  2.0173
H  0.0071  1.8536  -1.1408
H  0.7826  2.6916  0.3787
H  0.7056  -2.2385  1.8629
C  -1.2125  -1.1090  -1.6764
N  -1.1074  -0.1231  -1.0906
H  -1.1890  -1.9996  -2.1523



Model Q:
This record from OMol25 describes one molecule with the formula C4H4N2. The level of theory is the ωB97M-V functional and the def2-TZVPD basis.

Results
Molar mass   80.1 u
LUMO   0.02 eV
HOMO   -0.2897 hartree

Cartesian coordinates (Å):
C  -0.9644  -0.9090  0.3857
C  -0.1168  -0.0883  -0.1806
C  0.1089  -1.5495  -0.4367
C  0.5625  1.1196  -0.2201
N  0.2609  2.2467  0.5595
N  -0.1612  3.0871  1.2810
H  -1.9553  -0.9440  0.9073
H  0.8104  -2.2806  0.1218
H  0.0368  -1.7534  -1.4393
H  1.4184  1.0713  -0.9786



Model R:
This record from OMol25 describes one molecule with the formula C4H4N2. The level of theory is the ωB97M-V functional and the def2-TZVPD basis.

Results
Molar mass   80.1 u
LUMO   -0.72 eV
SMILES   C=C=C=NN=C
HOMO   -0.3439 hartree

Cartesian coordinates (Å):
C  1.5545  0.3431  0.8234
C  0.5732  0.9534  0.2279
C  -0.5406  1.4437  -0.0154
N  -1.6736  1.0769  -0.4992
N  -1.5873  -0.0812  -1.1819
C  -0.9989  -1.0099  -0.5689
H  2.2492  0.8869  1.4207
H  2.1385  -0.5402  0.3651
H  -0.9193  -1.9437  -1.0469
H  -0.7957  -1.1290  0.4753



Tell me which of them is the least stable. Sure, it is model R.



Model P:
This record from OMol25 describes one molecule with the formula C4H6FNS. The level of theory is the ωB97M-V functional and the def2-TZVPD basis.

Results
Molar mass   119.2 u
LUMO   0.37 eV
SMILES   CC(=S)N/C=C/F
HOMO   -0.3173 hartree

Cartesian coordinates (Å):
C  -2.1611  0.5841  0.2830
C  -0.7689  0.3398  -0.3756
S  -0.6825  0.1800  -1.9978
N  0.1896  0.2189  0.5593
C  1.4712  -0.3344  0.3305
C  2.2055  -0.6569  -0.7578
F  3.4493  -1.0637  -0.5014
H  -2.1049  0.3360  1.4402
H  -2.5222  1.6941  0.2321
H  -2.8222  -0.0526  -0.3485
H  -0.1365  0.0894  1.5968
H  2.0010  -0.6596  1.2737
H  1.8818  -0.6752  -1.7346



Model Q:
This record from OMol25 describes one molecule with the formula C4H6FNS. The level of theory is the ωB97M-V functional and the def2-TZVPD basis.

Results
Molar mass   119.2 u
LUMO   0.44 eV
SMILES   CC(=S)N/C=C/F
HOMO   -0.3134 hartree

Cartesian coordinates (Å):
C  2.1931  -0.3949  0.1481
C  0.8894  0.3377  -0.0916
S  0.8231  1.9468  -0.0440
N  -0.1847  -0.5548  -0.1610
C  -1.5477  -0.2926  -0.0961
C  -2.2378  0.8777  -0.0524
F  -3.5223  0.6406  0.1192
H  2.0340  -1.4540  -0.0948
H  2.9301  0.0068  -0.5321
H  2.5515  -0.2895  1.1821
H  0.1165  -1.4913  -0.2588
H  -2.1905  -1.2041  -0.0424
H  -1.8546  1.8717  -0.0762



Tell me which of them is the least stable. Sure, it is model P.



Model P:
This record from OMol25 describes one molecule with the formula C6H6N2O4. The level of theory is the ωB97M-V functional and the def2-TZVPD basis.

Results
Molar mass   170.1 u
LUMO   -1.38 eV
SMILES   C=C/C=C\C=C([N+](=O)[O-])[N+](=O)[O-]
HOMO   -0.3735 hartree

Cartesian coordinates (Å):
C  0.5120  -0.3522  1.6686
C  1.5436  -0.1290  0.9158
C  1.7631  0.7986  -0.1299
C  1.0585  0.9324  -1.2526
C  -0.0130  0.0197  -1.4069
C  -0.8918  -0.1928  -0.4047
N  -1.7183  -1.4349  -0.5122
O  -1.4183  -2.1423  -1.4403
O  -2.5652  -1.6045  0.3272
N  -1.5261  0.9025  0.3334
O  -2.4288  0.6823  1.1140
O  -1.1999  2.0024  -0.0763
H  0.6422  -1.2845  2.1626
H  -0.3461  0.3103  2.0641
H  2.4773  -0.8884  1.0211
H  2.6782  1.3859  -0.1795
H  1.5468  1.5460  -1.9736
H  -0.1143  -0.5514  -2.2309



Model Q:
This record from OMol25 describes C6H6N2O4 as an isolated structure. The level of theory is the ωB97M-V functional and the def2-TZVPD basis.

Results
Molar mass   170.1 u
LUMO   0.29 eV
HOMO   -0.3855 hartree

Cartesian coordinates (Å):
C  1.8250  1.6344  0.4172
C  0.9439  0.2872  1.6669
C  0.7754  0.9135  -0.3368
C  -3.7587  -0.1669  -1.1309
C  -1.2401  -2.3095  1.3803
C  1.5037  0.0941  -1.3505
N  1.9997  1.3082  1.6746
N  0.2805  -0.0125  0.6647
O  -3.1319  0.7571  -1.3332
O  -4.3816  -1.1071  -0.9236
O  -1.9857  -2.2305  0.4884
O  -0.2929  -2.1139  2.0568
H  2.3287  2.4770  -0.0344
H  0.5472  -0.3218  2.4631
H  1.1866  0.3047  -2.3870
H  2.5443  -0.0664  -1.2531
H  0.9678  -0.9723  -1.1192
H  -0.1117  1.5249  -0.9433



Tell me which of them is the least stable. Sure, it is model P.